Entry 1:
DFT (ωB97M-V/def2-TZVPD) results for CH6N4 in the gas phase in a non-equilibrium geometry.

Each line ends with the natural charge from an NBO analysis.
Positions of all 11 atoms, in Å:
N 1.1969 -1.8818 -0.5816  -0.6852
N -0.3801 1.5551 1.2035  -0.6947
N 0.8736 -0.5789 -0.0753  -0.3180
N -0.8415 1.0726 -0.0580  -0.4498
C -0.2490 -0.1030 -0.4987  0.2138
H 2.1258 -2.2488 -0.2436  0.3590
H -0.9383 -0.3856 -1.3833  0.1464
H 1.2201 -2.0253 -1.5531  0.3395
H -1.8865 1.0132 -0.1536  0.3513
H -0.6133 0.9350 1.9864  0.3587
H -0.5078 2.6476 1.3572  0.3789

Atoms 1-3, force components in eV/Å:
N 1.242 -0.524 2.027
N -0.163 2.405 -0.098
N -1.511 -0.703 -0.796

Charge: 0
Max |F|, eV Å⁻¹: 3.7
Energy, eV: -7091.751
Energy above the lowest of the compared OMol25 structures with the same formula, charge and spin, kcal per mole: 53.2
Kohn-Sham gap, eV: 9.024
SMILES: N/N=C/NN

Entry 2:
DFT (ωB97M-V/def2-TZVPD) results for a 2-piece molecular cluster, C3H10N3O overall in a non-equilibrium geometry.

Each line ends with the natural charge from an NBO analysis.
Positions of all 17 atoms, in Å:
O 0.7306 -0.9890 -1.5980  -0.7802
N -0.2196 1.2610 2.2069  -0.7919
N -0.9541 1.0747 -1.4792  -0.8394
N 1.1056 -2.6340 -0.0242  -0.8495
C -1.0207 1.4730 -0.0693  -0.2850
C -0.2324 0.8992 0.8675  0.0182
C 1.4319 -1.5177 -0.7068  0.3044
H -1.0334 1.7809 2.5007  0.3731
H 1.6671 -2.9393 0.7249  0.3835
H -0.0222 0.5100 2.8450  0.3828
H -0.6966 1.8267 -2.1135  0.3872
H -1.8333 0.7266 -1.7812  0.3624
H 0.4910 0.1111 0.6352  0.2012
H 2.3631 -1.0647 -0.4033  0.1031
H 0.1915 -3.0635 -0.1636  0.3807
H -0.2537 0.2679 -1.5580  0.4530
H -1.7148 2.2770 0.1170  0.1963

Atoms 1-3, force components in eV/Å:
O -1.204 0.274 -0.893
N -0.377 0.165 -0.352
N 1.192 0.006 0.940

Charge: 0
Max |F|, eV Å⁻¹: 2.1
Energy, eV: -9787.203
Multiplicity: 2
Energy above the lowest of the compared OMol25 structures with the same formula, charge and spin, kcal per mole: 54.3
Kohn-Sham gap (spin up / spin down), eV: 3.403 / 9.843

Entry 3:
DFT (ωB97M-V/def2-TZVPD) results for CClF3O2S in the gas phase in a non-equilibrium geometry.

Each line ends with the natural charge from an NBO analysis.
Positions of all 8 atoms, in Å:
Cl -2.0161 -0.5934 1.0953  -0.1359
S -1.0070 0.3689 -0.3198  1.9217
F 1.2840 0.0347 0.9539  -0.2771
F 1.3739 -0.2126 -1.1709  -0.2812
F 0.3806 -1.7318 0.0877  -0.3083
O -0.7569 1.7212 -0.0044  -0.8631
O -1.6727 -0.0011 -1.6412  -0.8376
C 0.6732 -0.4348 -0.0895  0.7815

Atoms 1-3, force components in eV/Å:
Cl -0.266 0.075 0.435
S -1.970 -1.058 -5.024
F 0.273 0.286 0.633

Charge: 0
Max |F|, eV Å⁻¹: 5.5
Energy, eV: -36640.815
Energy above the lowest of the compared OMol25 structures with the same formula, charge and spin, kcal per mole: 11.4
Kohn-Sham gap, eV: 11.814
SMILES: O=S(=O)(Cl)C(F)(F)F

Entry 4:
DFT (ωB97M-V/def2-TZVPD) results for C24H33N2O4OsP2S2 as an isolated structure in a non-equilibrium geometry.

Each line ends with the Mulliken charge.
Positions of all 68 atoms, in Å:
Os -0.0116 -0.0024 0.2025  0.5030
S -0.5129 -1.0004 2.4170  -0.2475
S -2.9769 -4.3328 2.2648  1.1280
P -1.8035 -0.8307 -0.9379  0.6043
P 2.1282 0.2429 1.0028  1.2214
O 1.5194 2.1885 -1.7695  -0.4014
O -3.7096 -4.6170 1.0534  -0.6445
O 3.7114 1.1622 -2.1633  -0.7602
O -2.5751 -5.4254 3.1230  -0.6548
N 0.9053 -1.7087 -0.7585  0.2791
N -1.6840 -3.3153 1.8933  -0.8044
C -1.3535 3.4419 2.4897  -0.6970
C -3.4870 -0.7429 -0.2725  -0.9541
C 2.8779 -2.8992 -1.4241  -1.0095
C 2.2817 -1.7894 -0.8024  1.1747
C -1.4314 2.6356 -0.1891  -0.1185
C 2.1102 -3.9686 -1.8374  -0.5802
C 0.7332 -3.9058 -1.6960  -0.7986
C -1.3413 -2.6050 -1.0800  -1.0287
C -0.8839 1.7667 0.7824  1.0988
C 2.7769 1.9447 1.1423  -1.2375
C 0.1511 -2.7374 -1.2002  0.6104
C -5.5783 -1.9475 4.3145  -0.5801
C -3.0300 -1.8990 3.2043  0.2943
C 3.0146 -0.6985 -0.2365  -1.6051
C -1.9263 3.8890 0.1840  -0.7068
C -1.8787 4.3030 1.5205  -0.5618
C -4.8403 -0.7540 4.2948  -0.6649
C -1.7836 -2.1282 2.4679  0.5819
C -2.0186 -0.3610 -2.6866  -1.2985
C -5.0555 -3.1246 3.7559  -0.6264
C -3.7864 -3.0705 3.1948  0.0389
C 2.6667 -0.5433 2.5373  -1.4164
C -0.8678 2.1842 2.1229  -0.3672
C -3.5527 -0.7169 3.7471  -0.4506
H 0.1385 0.5552 -1.3235  0.1266
H 2.5051 1.9246 -1.9554  0.4472
H 2.3249 -1.5833 2.5418  0.4539
H 3.7633 -0.5184 2.5717  0.5071
H -3.5176 -1.1109 0.7616  0.0019
H -4.1604 -1.3497 -0.8969  0.4787
H -3.8009 0.3108 -0.2829  0.3833
H -1.3218 3.7392 3.5414  0.4347
H -1.0539 -0.4273 -3.2030  0.3638
H -6.5707 -1.9646 4.7652  0.3764
H 3.8449 1.9062 1.3983  0.4561
H -5.2728 0.1602 4.7132  0.3975
H 4.0966 -0.8537 -0.0669  0.6210
H -5.5890 -4.0648 3.7535  0.4413
H 2.2383 -0.0045 3.3884  0.3871
H -1.6900 -3.1145 -0.1703  -0.0496
H -1.5080 2.3066 -1.2308  0.2108
H -2.7390 -1.0408 -3.1590  0.4699
H 3.9717 -2.8989 -1.5012  0.5063
H 2.6410 2.5268 0.2191  0.2450
H 0.0640 -4.7166 -1.9689  0.5711
H 0.8936 1.5002 -1.1851  -0.6490
H 3.4848 0.4321 -1.4934  0.2573
H -1.8653 -3.0352 -1.9381  0.8388
H -0.4911 1.5148 2.8993  0.3319
H -2.3835 0.6713 -2.7460  0.3514
H -2.3502 4.5494 -0.5779  0.4132
H 2.5816 -4.8785 -2.2319  0.4297
H -2.9515 0.1959 3.7200  0.3716
H 1.2889 3.1380 -1.7312  0.3684
H 3.6883 0.6862 -3.0083  0.3741
H 2.2270 2.4417 1.9542  0.3598
H -2.2580 5.2850 1.8074  0.4028

Atoms 1-3, force components in eV/Å:
Os -0.937 0.271 1.188
S 0.649 0.354 -0.735
S 0.774 1.032 1.083

Charge: +1
Max |F|, eV Å⁻¹: 2.6
Energy, eV: -79299.262
Multiplicity: 5
Kohn-Sham gap (spin up / spin down), eV: 4.513 / 4.406

Q: What is the energy in the third record?
A: -36640.815 eV

Q: Look up the charge of the third one.
A: 0

Q: What is the charge in the first record?
A: 0